# 1
Density functional theory data (ωB97M-V/def2-TZVPD) for a 6-piece molecular cluster, C10H32N6O6 overall in a non-equilibrium geometry.

Structure (ORCA input):
```
! RIJCOSX wB97M-V def2-TZVPD def2/J DEFGRID3
* xyz 0 1
C 8.70 -27.57 6.28
O 8.04 -27.27 7.47
H 8.07 -28.12 5.58
H 9.58 -28.13 6.45
H 8.84 -26.63 5.76
H 7.14 -27.11 7.39
C 5.14 -26.32 7.58
O 4.91 -27.70 7.73
N 4.98 -25.36 8.44
N 5.55 -25.93 6.44
H 4.34 -25.58 9.25
H 4.95 -24.41 8.09
H 5.62 -26.69 5.79
H 5.53 -24.99 6.13
C 8.54 -23.87 6.16
O 7.85 -24.28 5.08
N 9.35 -22.82 6.07
N 8.07 -23.27 7.18
H 10.38 -23.18 5.94
H 9.32 -22.65 5.01
H 7.96 -24.12 7.86
H 7.04 -23.20 7.02
C 8.36 -24.69 9.88
O 9.71 -24.85 10.02
N 7.75 -23.61 10.36
N 7.67 -25.12 8.91
H 8.15 -23.21 11.25
H 6.70 -23.45 10.28
H 8.17 -25.96 8.47
H 6.61 -25.14 8.88
C 6.34 -27.83 2.20
C 6.65 -26.47 2.68
C 8.17 -26.20 2.70
O 6.06 -25.47 2.16
H 6.60 -27.89 1.10
H 5.27 -28.04 2.23
H 6.87 -28.60 2.70
H 6.38 -26.52 3.73
H 8.48 -25.28 3.16
H 8.38 -26.16 1.65
H 8.70 -27.12 3.03
H 5.90 -24.86 2.90
C 11.53 -25.35 7.68
C 12.05 -24.83 6.35
C 11.69 -25.75 5.08
O 11.81 -23.68 5.94
H 11.88 -24.74 8.48
H 11.96 -26.36 7.77
H 10.45 -25.44 7.70
H 13.14 -24.90 6.46
H 11.75 -26.84 5.27
H 12.56 -25.67 4.40
H 10.71 -25.52 4.61
H 12.58 -23.38 5.41
*
```

As for the HOMO energy: -7.43 eV. The energy above the lowest of the compared OMol25 structures with the same formula, charge and spin comes out at 7.790 eV. The calculation puts the LUMO energy at -0.48 eV. For the frontier orbital gap, the calculation gives 6.95 eV.

***

# 2
Density functional theory data (ωB97M-V/def2-TZVPD) for C22H29NO5SbV as an isolated structure in a non-equilibrium geometry.

Structure (ORCA input):
```
! RIJCOSX wB97M-V def2-TZVPD def2/J DEFGRID3
* xyz 0 3
V -2.02 0.02 1.05
O -6.72 2.19 -1.89
C -5.67 1.65 -1.24
C -5.83 0.66 -0.26
C -4.70 0.18 0.37
N -3.48 0.61 0.05
C -3.32 1.59 -0.85
C -4.39 2.14 -1.52
C -1.85 1.94 -0.89
O -1.36 2.74 -1.67
O -1.23 1.28 0.03
C -4.58 -0.75 1.57
O -5.53 -1.32 2.07
O -3.35 -0.75 1.96
H -7.55 1.80 -1.58
H -6.80 0.29 0.02
H -4.25 2.95 -2.22
C -0.22 -3.85 -1.03
C -0.35 -3.75 0.34
C -0.99 -2.65 0.89
C -1.50 -1.64 0.08
C -1.39 -1.77 -1.29
C -0.75 -2.87 -1.85
H 0.29 -4.70 -1.46
H 0.04 -4.53 0.98
H -1.10 -2.59 1.98
H -1.80 -1.00 -1.95
H -0.68 -2.95 -2.93
C 4.67 -0.48 -0.65
C 3.34 -1.21 -0.65
C 3.36 -2.44 0.23
Sb 1.47 -0.02 -0.17
C 1.64 0.02 2.07
C 2.82 0.79 2.65
C 0.34 0.50 2.69
C 1.88 2.09 -0.82
C 3.00 2.85 -0.13
C 2.08 2.05 -2.33
H 5.45 -1.17 -0.97
H 4.92 -0.12 0.34
H 4.65 0.35 -1.34
H 3.13 -1.53 -1.68
H 3.63 -2.18 1.25
H 4.10 -3.16 -0.14
H 2.38 -2.93 0.23
H 1.77 -1.05 2.30
H 2.60 1.86 2.68
H 3.73 0.64 2.07
H 3.01 0.47 3.67
H 0.18 1.56 2.47
H 0.38 0.38 3.78
H -0.52 -0.09 2.31
H 0.93 2.58 -0.62
H 3.95 2.33 -0.21
H 2.77 3.01 0.92
H 3.10 3.83 -0.60
H 2.97 1.48 -2.60
H 2.18 3.06 -2.72
H 1.21 1.59 -2.81
*
```

As for the HOMO energy (alpha / beta): -7.21 / -7.23 eV. As for the expectation value of S²: 2.02. The energy above the lowest of the compared OMol25 structures with the same formula, charge and spin comes out at 1.222 eV. The calculation puts the LUMO energy (alpha / beta) at -0.59 / -0.68 eV. For the frontier orbital gap (alpha / beta), the calculation gives 6.63 / 6.54 eV.

***

# 3
Density functional theory data (ωB97M-V/def2-TZVPD) for a 2-piece molecular cluster, C3H12NO2 overall in a non-equilibrium geometry.

Structure (ORCA input):
```
! RIJCOSX wB97M-V def2-TZVPD def2/J DEFGRID3
* xyz 1 1
O -1.70 -0.14 1.35
C -2.00 0.07 -0.02
C -0.91 -0.59 -0.87
N 0.42 -0.22 -0.27
C 1.59 -0.93 -0.83
H -2.49 -0.14 1.88
H -2.07 1.14 -0.34
H -2.97 -0.38 -0.21
H -1.09 -1.67 -0.90
H -0.93 -0.20 -1.90
H 0.45 0.83 -0.43
H 0.32 -0.32 0.75
H 1.90 -0.39 -1.71
H 2.27 -1.08 -0.01
H 1.41 -1.99 -1.11
H 1.45 2.43 1.91
H 2.66 1.87 1.40
O 1.71 1.72 1.31
*
```

As for the HOMO energy: -14.92 eV. The energy above the lowest of the compared OMol25 structures with the same formula, charge and spin comes out at 0.847 eV. The calculation puts the LUMO energy at -2.93 eV. For the frontier orbital gap, the calculation gives 11.99 eV.

***

# 4
Density functional theory data (ωB97M-V/def2-TZVPD) for C50H42BN15P2S4Se2Y as an isolated structure in a non-equilibrium geometry.

Structure (ORCA input):
```
! RIJCOSX wB97M-V def2-TZVPD def2/J DEFGRID3
* xyz -1 1
Y 2.43 -0.23 0.12
C 3.37 3.45 2.72
C 2.60 2.33 2.40
N 2.93 1.86 1.20
N 3.92 2.65 0.74
C 4.20 3.61 1.63
B 4.54 2.43 -0.66
N 3.42 2.28 -1.71
C 3.15 3.11 -2.73
C 2.18 2.53 -3.51
C 1.90 1.32 -2.88
N 2.65 1.18 -1.79
N 5.35 1.11 -0.65
C 6.63 0.93 -0.98
C 6.89 -0.43 -0.99
C 5.67 -1.01 -0.64
N 4.75 -0.08 -0.43
H 3.34 4.04 3.62
H 1.83 1.85 2.98
H 4.96 4.34 1.42
H 5.26 3.35 -0.93
H 3.67 4.04 -2.84
H 1.72 2.93 -4.40
H 1.21 0.55 -3.17
H 7.27 1.77 -1.20
H 7.82 -0.92 -1.20
H 5.42 -2.06 -0.57
N 5.71 -2.87 2.49
C 4.55 -2.31 2.05
S 4.14 -0.76 2.63
N 3.85 -3.09 1.24
N 2.81 -2.56 0.59
C 2.01 -3.42 0.06
C 0.89 -3.03 -0.75
C 0.08 -4.00 -1.35
C -1.00 -3.62 -2.11
C -1.25 -2.26 -2.27
C -0.40 -1.36 -1.66
N 0.63 -1.72 -0.91
H 6.23 -2.41 3.20
H 5.98 -3.77 2.13
H 2.21 -4.48 0.23
H 0.33 -5.05 -1.21
H -1.64 -4.35 -2.58
H -2.09 -1.90 -2.86
H -0.58 -0.29 -1.77
Se -4.25 2.68 -1.57
P -3.38 2.64 0.34
C -4.48 1.75 1.49
C -4.83 2.23 2.75
C -5.78 1.56 3.50
C -6.40 0.43 3.00
C -6.05 -0.06 1.74
C -5.09 0.60 0.99
C -3.19 4.32 1.01
C -1.95 4.91 1.20
C -1.87 6.23 1.63
C -3.02 6.97 1.85
C -4.26 6.39 1.64
C -4.35 5.07 1.22
C -1.73 1.93 0.36
C -0.93 0.96 0.99
N 0.27 1.00 0.35
N 0.21 1.93 -0.59
N -0.96 2.50 -0.60
P -0.99 -0.02 2.49
Se 0.85 -1.02 2.82
C -1.32 1.13 3.86
C -1.45 2.50 3.67
C -1.58 3.35 4.76
C -1.58 2.83 6.05
C -1.43 1.46 6.24
C -1.28 0.62 5.16
C -2.31 -1.26 2.45
C -2.27 -2.16 1.39
C -3.08 -3.28 1.38
C -3.94 -3.51 2.45
C -3.99 -2.62 3.51
C -3.18 -1.49 3.51
H -4.37 3.13 3.13
H -6.06 1.94 4.48
H -7.15 -0.09 3.59
H -6.53 -0.94 1.34
H -4.83 0.25 0.00
H -1.05 4.35 1.00
H -0.89 6.69 1.77
H -2.95 8.00 2.18
H -5.17 6.97 1.79
H -5.32 4.62 1.02
H -1.43 2.92 2.67
H -1.67 4.42 4.60
H -1.68 3.49 6.90
H -1.40 1.06 7.25
H -1.11 -0.44 5.30
H -1.57 -1.99 0.58
H -3.03 -3.98 0.56
H -4.56 -4.40 2.47
H -4.66 -2.79 4.34
H -3.22 -0.79 4.34
S 2.41 -2.05 -8.33
C 2.46 -2.33 -6.70
S 3.42 -1.39 -5.60
C 2.77 -2.30 -4.19
N 1.91 -3.18 -4.58
N 1.75 -3.23 -5.96
C 0.87 -4.25 -6.41
C 0.94 -4.82 -7.69
C 0.09 -5.86 -8.02
C -0.83 -6.36 -7.11
C -0.91 -5.78 -5.85
C -0.07 -4.74 -5.50
S 3.30 -2.00 -2.63
H 1.64 -4.45 -8.41
H 0.16 -6.29 -9.01
H -1.48 -7.19 -7.38
H -1.63 -6.15 -5.13
H -0.12 -4.30 -4.52
*
```

As for the HOMO energy: -4.71 eV. The energy above the lowest of the compared OMol25 structures with the same formula, charge and spin comes out at 0.519 eV. The calculation puts the LUMO energy at 1.71 eV. For the frontier orbital gap, the calculation gives 6.43 eV.

***

# 5
Density functional theory data (ωB97M-V/def2-TZVPD) for CH6O2 as an isolated structure in a non-equilibrium geometry.

Structure (ORCA input):
```
! RIJCOSX wB97M-V def2-TZVPD def2/J DEFGRID3
* xyz 0 1
C 0.10 -0.64 -1.39
H 0.45 -0.11 1.55
H 0.60 1.34 1.89
H -1.21 -0.48 0.06
H 1.14 -0.39 -1.50
H -0.04 -1.77 -1.48
H -0.46 -0.16 -2.21
O 0.14 0.78 1.37
O -0.28 -0.10 -0.11
*
```

As for the HOMO energy: -9.21 eV. The energy above the lowest of the compared OMol25 structures with the same formula, charge and spin comes out at 2.979 eV. The calculation puts the LUMO energy at 0.84 eV. For the frontier orbital gap, the calculation gives 10.06 eV.

***

# 6
Density functional theory data (ωB97M-V/def2-TZVPD) for CdCl9O36 as an isolated structure in a non-equilibrium geometry.

Structure (ORCA input):
```
! RIJCOSX wB97M-V def2-TZVPD def2/J DEFGRID3
* xyz -7 1
Cd -0.54 2.52 -12.75
Cl 2.60 2.41 -11.44
O 2.10 1.05 -11.68
O 2.62 2.58 -9.97
O 3.89 2.76 -12.05
O 1.47 3.26 -12.00
Cl 1.87 0.75 -14.77
O 3.17 1.42 -14.56
O 1.85 -0.49 -13.97
O 0.79 1.73 -14.37
O 1.67 0.52 -16.22
Cl 0.35 6.54 -13.87
O 1.01 6.86 -15.19
O 0.90 7.41 -12.76
O -1.13 6.73 -13.96
O 0.65 5.09 -13.66
Cl -1.26 2.15 -16.33
O -0.43 3.38 -16.03
O -2.50 2.54 -17.17
O -0.52 1.14 -17.17
O -1.76 1.50 -15.06
Cl -3.58 5.27 -13.62
O -2.45 4.33 -13.20
O -4.93 4.49 -13.62
O -3.88 6.38 -12.67
O -3.34 5.75 -14.99
Cl -0.68 -1.29 -11.77
O 0.14 -1.50 -10.57
O -0.44 0.15 -12.27
O -0.29 -2.39 -12.69
O -2.13 -1.59 -11.42
Cl -0.57 1.21 -8.97
O 0.69 0.23 -8.91
O -0.21 2.37 -7.98
O -0.78 1.69 -10.38
O -1.81 0.53 -8.45
Cl -3.94 1.43 -11.86
O -2.60 1.64 -12.54
O -4.37 0.03 -12.20
O -3.80 1.48 -10.42
O -5.01 2.54 -12.33
Cl -0.31 5.41 -10.14
O -0.68 4.50 -11.24
O 0.62 6.54 -10.58
O -1.49 6.10 -9.48
O 0.36 4.60 -9.09
*
```

As for the HOMO energy: 8.30 eV. The calculation puts the LUMO energy at 13.77 eV. For the frontier orbital gap, the calculation gives 5.47 eV.

***

# 7
Density functional theory data (ωB97M-V/def2-TZVPD) for C15H55BBrN3O10P as an isolated structure in a non-equilibrium geometry.

Structure (ORCA input):
```
! RIJCOSX wB97M-V def2-TZVPD def2/J DEFGRID3
* xyz 1 1
C 1.70 -3.75 1.56
C 0.65 -2.69 1.88
C 1.24 -1.27 2.01
Br 1.07 -0.65 3.87
P 0.25 -0.06 1.07
C -0.02 -0.60 -0.64
N 1.25 -0.91 -1.32
C -1.44 -0.02 1.88
N -2.45 0.08 0.85
C -3.41 -1.03 0.90
B 1.08 1.72 1.05
N 2.48 1.89 1.37
O 0.30 2.76 0.70
H 1.92 -4.34 2.44
H 1.30 -4.44 0.83
H 2.61 -3.32 1.16
H 0.17 -2.96 2.80
H -0.12 -2.67 1.11
H 2.29 -1.23 1.74
H -0.71 -1.44 -0.68
H -0.51 0.21 -1.16
H 1.13 -0.61 -2.28
H 1.34 -1.92 -1.38
H -1.52 -0.96 2.41
H -1.44 0.79 2.59
H -2.94 0.96 0.91
H -4.02 -1.01 1.81
H -2.86 -1.96 0.90
H -4.03 -1.00 0.02
H 2.61 1.70 2.37
H 2.99 1.13 0.91
H -0.60 2.62 1.05
C -1.40 1.39 -3.99
O -1.41 0.01 -3.58
H -0.58 1.54 -4.68
H -2.34 1.65 -4.47
H -1.24 2.04 -3.12
H -2.15 -0.09 -2.97
C -2.89 -5.05 -0.56
O -2.43 -3.70 -0.44
H -3.18 -5.40 0.43
H -3.76 -5.10 -1.22
H -2.10 -5.69 -0.95
H -2.18 -3.40 -1.32
C -5.14 -8.08 -0.16
O -5.08 -7.40 1.10
H -4.97 -7.35 -0.94
H -4.37 -8.85 -0.21
H -6.13 -8.53 -0.30
H -5.23 -8.07 1.78
C 4.80 4.61 -0.73
O 4.84 3.27 -0.23
H 5.54 4.69 -1.51
H 3.82 4.84 -1.14
H 5.04 5.32 0.07
H 4.18 3.20 0.47
C -3.47 3.65 -6.97
O -3.07 3.87 -5.62
H -2.80 2.92 -7.40
H -4.49 3.26 -7.02
H -3.41 4.57 -7.55
H -3.67 4.52 -5.24
C 3.14 -1.12 7.66
O 2.03 -0.24 7.48
H 2.86 -1.85 8.41
H 3.38 -1.65 6.73
H 4.02 -0.58 8.00
H 2.29 0.41 6.82
C 4.16 5.67 -4.55
O 5.00 6.25 -3.57
H 3.24 6.25 -4.58
H 4.62 5.71 -5.54
H 3.92 4.63 -4.31
H 5.82 5.75 -3.55
C -2.00 0.76 6.00
O -1.14 1.26 7.01
H -2.90 1.37 6.01
H -1.53 0.84 5.02
H -2.27 -0.28 6.20
H -0.34 0.71 7.03
C 2.48 2.19 -3.08
O 1.88 2.11 -4.36
H 1.90 2.90 -2.48
H 2.48 1.22 -2.57
H 3.51 2.55 -3.14
H 2.39 1.49 -4.89
*
```

As for the HOMO energy: -11.81 eV. The calculation puts the LUMO energy at -3.03 eV. For the frontier orbital gap, the calculation gives 8.78 eV.

***

# 8
Density functional theory data (ωB97M-V/def2-TZVPD) for one molecule with the formula C4H4O2S in a non-equilibrium geometry.

Structure (ORCA input):
```
! RIJCOSX wB97M-V def2-TZVPD def2/J DEFGRID3
* xyz 0 1
C -2.97 -0.51 -0.33
C -1.93 0.10 0.24
C 0.52 0.07 0.09
C 1.76 -0.83 -0.11
H -3.93 -0.12 -0.24
H -2.84 -1.52 -0.76
H -1.99 0.96 0.85
H 2.63 -0.28 -0.42
O -0.73 -0.53 0.30
O 1.76 -2.04 0.02
S 0.85 1.78 -0.08
*
```

As for the HOMO energy: -9.66 eV. The energy above the lowest of the compared OMol25 structures with the same formula, charge and spin comes out at 2.609 eV. The calculation puts the LUMO energy at -1.58 eV. For the frontier orbital gap, the calculation gives 8.08 eV.

***

# 9
Density functional theory data (ωB97M-V/def2-TZVPD) for C26H33LuN4O3Te as an isolated structure in a non-equilibrium geometry.

Structure (ORCA input):
```
! RIJCOSX wB97M-V def2-TZVPD def2/J DEFGRID3
* xyz 2 1
Lu 0.24 -0.29 -0.11
C -2.62 -0.06 2.17
O -1.24 0.17 1.97
C -0.52 0.52 3.15
C 0.95 0.83 2.93
O 1.42 -0.18 1.97
C 1.97 -1.35 2.64
C 2.08 -2.39 1.57
O 0.88 -2.39 0.78
C 0.67 -3.63 0.17
H -2.94 0.57 3.07
H -2.81 -1.09 2.37
H -3.18 0.26 1.31
H -0.63 -0.34 3.88
H -1.02 1.37 3.59
H 1.53 0.69 3.86
H 1.22 1.79 2.55
H 1.24 -1.61 3.45
H 2.95 -1.10 3.12
H 2.26 -3.40 1.95
H 2.92 -2.12 0.94
H 1.39 -3.77 -0.63
H -0.36 -3.75 -0.23
H 0.83 -4.48 0.93
N 2.47 1.24 -0.39
C 2.26 2.62 0.04
C 3.33 3.45 0.30
C 3.16 4.78 0.74
C 1.93 5.27 0.92
C 0.78 4.41 0.80
C -0.52 4.84 1.10
C -1.57 3.95 1.05
C -1.33 2.64 0.67
N -0.14 2.17 0.37
C 0.94 3.07 0.33
H 2.79 1.31 -1.36
H 3.25 0.85 0.09
H 4.34 3.09 0.18
H 4.05 5.36 0.92
H 1.81 6.29 1.23
H -0.68 5.85 1.46
H -2.58 4.24 1.29
H -2.11 1.95 0.61
Te -1.90 -1.28 -1.73
C -2.77 -3.19 -1.17
C -2.52 -4.30 -1.91
C -3.30 -5.44 -1.79
C -4.29 -5.45 -0.83
C -4.53 -4.36 -0.02
C -3.82 -3.18 -0.26
H -1.74 -4.29 -2.66
H -3.15 -6.29 -2.47
H -4.85 -6.39 -0.73
H -5.26 -4.43 0.75
H -3.98 -2.27 0.32
N 1.62 -1.09 -2.05
C 1.18 0.06 -2.88
C 1.65 0.25 -4.17
C 1.15 1.33 -4.83
C 0.27 2.18 -4.16
C -0.12 1.89 -2.89
N 0.35 0.84 -2.23
H 2.60 -1.22 -2.31
H 1.10 -1.89 -2.34
H 2.30 -0.48 -4.63
H 1.41 1.63 -5.85
H -0.13 3.11 -4.56
H -0.65 2.62 -2.37
*
```

As for the HOMO energy: -12.61 eV. The energy above the lowest of the compared OMol25 structures with the same formula, charge and spin comes out at 0.000 eV. The calculation puts the LUMO energy at -5.73 eV. For the frontier orbital gap, the calculation gives 6.88 eV.

***

# 10
Density functional theory data (ωB97M-V/def2-TZVPD) for one molecule with the formula C4H10N2OS in a non-equilibrium geometry.

Structure (ORCA input):
```
! RIJCOSX wB97M-V def2-TZVPD def2/J DEFGRID3
* xyz 0 1
C 1.70 0.74 -0.71
C 0.28 0.19 -0.46
C -0.03 -1.05 -1.31
S -0.17 -0.51 -3.05
N 0.13 -0.14 0.97
C -1.13 0.00 1.51
N -1.20 0.64 2.71
O -2.14 -0.33 0.91
H 1.63 1.82 -0.76
H 2.36 0.41 0.09
H 2.10 0.33 -1.63
H -0.49 0.92 -0.71
H -0.92 -1.55 -0.93
H 0.78 -1.77 -1.23
H -1.27 -1.17 -3.42
H 0.92 -0.01 1.58
H -0.44 0.68 3.36
H -2.12 0.81 3.08
*
```

As for the HOMO energy: -8.94 eV. The energy above the lowest of the compared OMol25 structures with the same formula, charge and spin comes out at 0.189 eV. The calculation puts the LUMO energy at 0.73 eV. For the frontier orbital gap, the calculation gives 9.67 eV.

***

| no. | E (Eh) | molecular weight (g mol⁻¹) |
| --- | --- | --- |
| 1 | -1179.7963 | 332.40 |
| 2 | -2470.9060 | 560.18 |
| 3 | -326.4820 | 94.13 |
| 4 | -9893.8099 | 1300.85 |
| 5 | -192.0487 | 50.06 |
| 6 | -7014.4538 | 1007.45 |
| 7 | -4461.0519 | 559.31 |
| 8 | -703.3961 | 116.14 |
| 9 | -2958.4361 | 752.14 |
| 10 | -741.3710 | 134.20 |